This record from the Open Molecules 2025 dataset describes a molecular structure, C33H34HfN3O7Sb2 in a non-equilibrium geometry. The level of theory is ωB97M-V/def2-TZVPD.

Charge: +1
2S+1: 1
Energy relative to the best compared isomer or geometry (same formula, charge and spin): 104.4 kcal per mole

Positions of all 80 atoms, in Å:
Hf 2.51183 0.85917 -2.52161
O -0.32292 5.25654 -0.77603
C -1.20404 4.41013 -1.45890
C -2.59440 4.45679 -1.19603
C -3.54303 3.93200 -2.07877
C -3.13407 3.23462 -3.18218
C -1.74292 3.07076 -3.42931
C -0.76865 3.56942 -2.55643
C 0.68937 3.19932 -2.73486
O 0.98798 2.18064 -3.57633
N 1.64766 3.77516 -2.06186
N 2.75232 2.92642 -1.98753
C 4.00295 3.30548 -1.75877
C 5.03746 2.61387 -0.97484
C 5.80820 3.32167 -0.06449
C 6.62579 2.64715 0.89629
C 6.50301 1.28916 1.08083
C 5.66956 0.60337 0.21850
C 4.97177 1.20592 -0.84714
O 4.29674 0.42962 -1.73028
H 0.54028 4.77774 -1.15104
H -2.97929 5.01739 -0.37903
H -4.58356 3.97783 -1.94598
H -3.86636 2.84880 -3.87706
H -1.32543 2.66364 -4.31168
H 4.24347 4.26703 -2.16004
H 5.86762 4.41094 -0.23348
H 7.11424 3.29294 1.66748
H 6.96731 0.79816 2.01666
H 5.75230 -0.47374 0.19253
C 2.67500 -1.80593 2.09103
Sb 0.74724 -0.86195 2.92710
C 1.73118 0.14675 4.63764
C -0.27127 -2.40811 4.21492
C -1.72118 -2.26532 4.39923
C -2.24634 -1.48221 5.43370
C -3.60698 -1.56366 5.77606
C -4.50296 -2.33482 4.99874
C -3.99155 -3.06545 3.90708
C -2.63157 -3.09252 3.61325
C -2.18204 -3.83547 2.40050
Sb -3.11534 -3.47910 0.41460
C -4.88821 -4.89541 0.68174
C -3.95085 -1.52589 0.77010
H 2.82283 -1.45557 1.03217
H 2.47665 -2.93763 2.13304
H 3.49921 -1.49494 2.69257
H 1.43511 1.20048 4.76981
H 2.78398 -0.00965 4.45526
H 1.55515 -0.35744 5.57478
H 0.29336 -2.26588 5.12215
H 0.01633 -3.30190 3.63772
H -1.72652 -0.65485 5.97992
H -4.04048 -0.97565 6.64274
H -5.50442 -2.43165 5.40503
H -4.62216 -3.72306 3.34394
H -2.59034 -4.85614 2.52705
H -1.11790 -3.92476 2.20756
H -5.02796 -5.40262 -0.25652
H -5.75651 -4.34092 0.94324
H -4.60786 -5.57315 1.51303
H -4.56790 -1.51892 1.68017
H -4.53816 -1.26492 -0.07214
H -3.09146 -0.81440 0.85328
O -0.68254 -1.10011 -0.64287
C 0.04637 -0.81559 -1.59622
O 1.17264 -0.00116 -1.41099
C -0.21647 -0.94584 -3.05352
C -1.41487 -0.90892 -3.72824
C -1.37165 -0.58333 -5.08116
C -0.21056 -0.43657 -5.81539
C 1.02182 -0.54009 -5.05588
C 0.96797 -0.99741 -3.72446
N 2.31389 -0.08308 -5.43650
O 2.72209 -0.00560 -6.59142
O 3.10422 0.24717 -4.47126
H -2.36636 -1.07375 -3.22419
H -2.29688 -0.36522 -5.56293
H -0.25118 -0.17382 -6.83569
H 1.80023 -1.51188 -3.29840

---

This record from the Open Molecules 2025 dataset describes a molecular structure, C33H34IN2OPRhSi. The level of theory is ωB97M-V/def2-TZVPD.

<S²>: 6.02
Charge: +1
2S+1: 5
Energy relative to the best compared isomer or geometry (same formula, charge and spin): 0.0 kcal per mole

Positions of all 74 atoms, in Å:
Rh 0.61556 1.54723 0.30102
N 3.25891 -0.03495 0.92111
P 1.81936 0.16546 1.84381
C 1.80284 -1.37730 2.77152
C 2.82352 -1.65199 3.68474
C 2.80990 -2.84697 4.38468
C 1.77387 -3.75599 4.18979
C 0.75351 -3.47726 3.29358
C 0.76710 -2.28633 2.57949
C 2.24955 1.42945 3.07452
C 1.33182 1.67075 4.09793
C 1.56283 2.68627 5.00951
C 2.70500 3.47334 4.89897
C 3.61485 3.23983 3.88025
C 3.38800 2.21795 2.96389
C 3.48897 0.61626 -0.27045
C 4.61743 0.32417 -1.04826
C 4.81489 1.01860 -2.21510
C 3.90307 2.00308 -2.60477
C 2.82457 2.23000 -1.79513
N 2.60749 1.54980 -0.64959
H 3.88080 -0.79703 1.14384
H 3.60861 -0.92497 3.86514
H 3.59769 -3.06505 5.09367
H 1.76149 -4.68361 4.74769
H -0.05312 -4.18427 3.14999
H -0.02229 -2.06574 1.86861
H 0.43331 1.06675 4.17781
H 0.84972 2.87249 5.80216
H 2.88136 4.27195 5.60873
H 4.50363 3.85249 3.79439
H 4.09895 2.04173 2.16511
H 5.31650 -0.43359 -0.71729
H 5.68156 0.80377 -2.82730
H 4.03613 2.57666 -3.51039
H 2.09079 2.98847 -2.03207
C -0.17102 0.44006 -3.73127
C -1.55378 0.85833 -3.28691
C -1.66560 2.31576 -2.89825
C -2.64626 0.35315 -4.20579
Si -1.89010 -0.19668 -1.47474
O -0.56137 0.16708 -0.68782
C -3.44090 0.37441 -0.64118
C -4.52206 1.05870 -1.20437
C -5.62522 1.40278 -0.43400
C -5.66180 1.06840 0.91203
C -4.59527 0.39285 1.49024
C -3.49251 0.05161 0.72223
C -1.93479 -1.97145 -1.99490
C -3.13770 -2.59231 -2.34414
C -3.16551 -3.94413 -2.65962
C -1.99150 -4.68576 -2.62676
C -0.78847 -4.08147 -2.27684
C -0.75816 -2.72897 -1.96343
H 0.03082 0.95549 -4.67887
H -0.10378 -0.63309 -3.91416
H 0.59330 0.72672 -3.01076
H -1.43053 2.90526 -3.79442
H -0.96018 2.59806 -2.11789
H -2.66611 2.59234 -2.56809
H -2.53403 0.90251 -5.15024
H -3.65245 0.54682 -3.84019
H -2.54621 -0.71004 -4.41977
H -4.51830 1.34231 -2.24794
H -6.45313 1.93567 -0.88443
H -6.52018 1.33917 1.51353
H -4.62062 0.13653 2.54194
H -2.65878 -0.46455 1.18907
H -4.06280 -2.02277 -2.35585
H -4.10139 -4.41963 -2.92610
H -2.01409 -5.74067 -2.86984
H 0.12301 -4.66615 -2.24729
H 0.17770 -2.25645 -1.68191
I -0.67839 3.58867 1.12710

---

This record from the Open Molecules 2025 dataset describes a molecular structure, C33H35B2F4GeN4O9Ti. The level of theory is ωB97M-V/def2-TZVPD.

<S²>: 3.76
2S+1: 4
Energy relative to the best compared isomer or geometry (same formula, charge and spin): 12.3 kcal per mole

Positions of all 89 atoms, in Å:
Ti -1.31390 -0.83290 1.29330
C -3.03910 -4.66134 2.02395
C -2.01380 -3.60301 1.78893
N -2.07476 -2.36156 2.45015
O -2.93360 -2.29230 3.43401
B -2.81306 -1.10491 4.42883
F -1.65947 -1.32249 5.16001
F -3.96861 -1.12327 5.14248
O -2.72416 0.22156 3.74045
N -1.54626 0.33179 3.05864
C -0.56911 0.95121 3.58356
C -0.57565 1.58571 4.92716
C 0.69630 0.81631 2.80061
N 0.61101 -0.04833 1.86596
O 1.71331 -0.32454 1.12970
B 2.12729 -1.75877 1.17823
F 2.29296 -2.15206 2.48652
F 3.23135 -1.87683 0.38334
O 1.07895 -2.72917 0.57189
N -0.16905 -2.53759 0.91130
C -0.95705 -3.70099 0.95042
C -0.58104 -4.89352 0.14343
C 1.98292 1.45125 3.19302
H -3.84536 -4.27296 2.63889
H -2.60115 -5.52059 2.53449
H -3.45433 -4.99786 1.07453
H -1.56480 1.51304 5.36685
H -0.27582 2.63255 4.86128
H 0.13763 1.06624 5.56970
H -0.70743 -4.68596 -0.92230
H -1.20054 -5.74674 0.40572
H 0.46700 -5.14318 0.30719
H 1.83311 2.27202 3.88933
H 2.50526 1.80779 2.30680
H 2.61862 0.69295 3.65733
O -5.07097 -1.08696 -0.24733
C -4.10032 -0.38930 -0.13931
O -2.93091 -0.81116 0.31618
C -4.06508 1.08966 -0.45459
C -3.81426 1.89479 0.84762
C -4.21635 3.35102 0.62159
C -3.08436 3.82291 -0.32747
C -2.19698 2.57238 -0.38546
O -2.37847 1.97904 0.90640
C -2.82866 1.52728 -1.30854
C -1.91046 0.37235 -1.68346
O -2.18011 -0.40692 -2.55105
O -0.72463 0.32890 -1.01366
H -5.00818 1.36332 -0.92184
H -4.18880 1.42650 1.75460
H -5.21244 3.44619 0.19244
H -4.19407 3.89467 1.56453
H -3.44564 4.10982 -1.31513
H -2.53774 4.66609 0.09135
H -1.13998 2.75369 -0.54826
H -3.15689 1.95292 -2.25757
C -0.04154 1.86983 -3.46879
Ge 0.76918 0.81773 -2.04242
C 1.94613 1.96091 -1.00286
C 1.66715 3.31768 -0.84233
C 2.56975 4.16338 -0.20938
C 3.77957 3.66136 0.24533
C 4.07995 2.31549 0.07593
C 3.16812 1.47063 -0.53737
C 1.56548 -0.84173 -2.62119
C 0.90877 -2.01552 -2.37635
C 1.46700 -3.25344 -2.76032
C 2.67189 -3.29475 -3.39154
C 3.36738 -2.10115 -3.70583
C 4.60221 -2.13113 -4.40080
C 5.24526 -0.97696 -4.73635
C 4.67685 0.26962 -4.39511
C 3.49482 0.32480 -3.71617
C 2.80595 -0.85680 -3.33444
H 0.72204 2.08403 -4.21822
H -0.42284 2.82129 -3.09487
H -0.84336 1.31615 -3.95419
H 0.74713 3.73980 -1.23356
H 2.33670 5.21387 -0.08940
H 4.49210 4.32041 0.72567
H 5.02509 1.92004 0.42582
H 3.40645 0.41978 -0.64158
H -0.05628 -1.99993 -1.88567
H 0.94064 -4.17407 -2.54287
H 3.10987 -4.24435 -3.67585
H 5.02511 -3.09226 -4.66809
H 6.18605 -1.01117 -5.27007
H 5.18421 1.18417 -4.67416
H 3.08083 1.29354 -3.45972